110
Properties=species:S:1:pos:R:3:forces:R:3:lowdin_charge:R:1 method="wB97M-V/def2-TZVPD" charge=-2 e_tot_ev=-218318.6398 spin_multiplicity=1 e_above_lowest_kcal_mol=18.31 homo_lumo_gap_ev=5.40 lumo_energy_ev=3.9
Sc -0.202391 -0.987419 -1.054306 0.4 0.3 -0.9 0.384
S 3.010016 -3.145269 -3.886380 0.0 0.0 0.0 0.351
C 1.956934 -2.373001 -2.854013 0.1 0.0 0.1 -1.812
S 1.714632 -0.658310 -2.862552 -0.1 0.2 0.3 0.447
S 0.987461 -3.223748 -1.682654 -0.1 0.1 0.0 0.424
S -1.133549 1.321504 -0.184910 0.0 0.0 0.0 0.568
C -0.376445 2.277450 -1.453328 0.0 -0.1 0.0 -0.674
N 0.688690 3.110132 -1.080617 -0.1 0.0 0.1 -0.126
C 1.305162 3.992695 -2.040396 0.0 0.0 0.0 -0.147
C 0.361556 4.241428 -3.195906 0.0 0.0 0.0 -0.168
N -0.060829 2.972319 -3.730668 0.0 -0.1 -0.1 -0.144
C -0.529279 3.042688 -5.089949 0.0 0.1 0.0 -0.200
C 0.634006 3.130291 -6.050681 0.0 0.0 0.1 -0.214
C 0.684544 4.093064 -7.049366 0.0 0.0 0.0 -0.063
C 1.762087 4.154888 -7.927560 0.0 0.0 0.0 -0.116
C 2.803228 3.249524 -7.806262 0.0 0.0 0.0 -0.118
C 2.764948 2.286462 -6.801652 0.0 0.0 0.0 -0.078
C 1.694075 2.230084 -5.926364 0.0 0.0 0.0 -0.039
C -0.766338 2.190121 -2.756487 0.0 0.0 0.1 -0.562
S -2.068595 1.106114 -3.188978 0.1 0.1 0.0 0.868
C 1.350574 3.050070 0.199601 0.0 0.0 -0.1 -0.171
C 1.080647 4.263882 1.061504 0.0 0.0 0.0 -0.199
C 2.107514 5.095878 1.487681 0.0 0.0 0.0 -0.052
C 1.844902 6.205726 2.283898 0.0 0.0 0.0 -0.109
C 0.543081 6.493168 2.660945 0.0 0.0 0.0 -0.120
C -0.492963 5.667691 2.234671 0.0 0.0 0.0 -0.092
C -0.228328 4.565117 1.439746 0.0 0.0 0.0 -0.030
H 2.236656 3.557719 -2.431315 0.0 0.0 0.0 0.128
H 1.558250 4.940078 -1.545155 0.0 0.0 0.0 0.118
H 0.880139 4.807148 -3.973407 0.0 0.0 0.0 0.121
H -0.504548 4.833596 -2.849557 0.0 0.0 0.0 0.130
H -1.204989 3.902146 -5.257334 0.0 0.0 0.0 0.121
H -1.108426 2.144551 -5.289914 0.0 0.0 0.0 0.018
H -0.129415 4.805505 -7.138364 0.0 0.0 0.0 0.100
H 1.788295 4.915866 -8.699323 0.0 0.0 0.0 0.087
H 3.645798 3.293395 -8.486476 0.0 0.0 0.0 0.088
H 3.574212 1.574620 -6.696142 0.0 0.0 0.0 0.104
H 1.673936 1.493553 -5.130637 0.0 0.0 0.0 0.083
H 2.434281 2.948942 0.050380 0.0 0.0 0.0 0.125
H 1.007986 2.154846 0.714671 0.0 0.0 0.0 0.054
H 3.126993 4.865255 1.196664 0.0 0.0 0.0 0.107
H 2.658860 6.844405 2.607073 0.0 0.0 0.0 0.090
H 0.332923 7.355919 3.282214 0.0 0.0 0.0 0.087
H -1.513239 5.884605 2.528645 0.0 0.0 0.0 0.095
H -1.026772 3.913493 1.102124 0.0 0.0 0.0 0.092
Cl -0.792056 -0.226474 -5.948293 0.1 0.0 0.0 0.730
C -1.486290 -1.549954 -5.064428 0.0 0.0 0.0 -0.573
C -1.730529 -2.698338 -5.799643 0.0 0.0 0.0 -0.138
C -2.164407 -3.863887 -5.193336 0.0 0.0 0.0 -0.112
C -2.343889 -3.868991 -3.818326 0.0 0.0 0.0 -0.126
C -2.123472 -2.706776 -3.117400 0.0 0.0 0.0 -0.570
Cl -2.369549 -2.750368 -1.385812 -0.1 -0.1 0.2 0.777
C -1.688659 -1.474765 -3.667963 -0.1 0.0 0.1 -0.463
N -1.474127 -0.445602 -2.789999 -0.1 -0.3 0.1 -0.510
H -1.527495 -2.673152 -6.862179 0.0 0.0 0.0 0.090
H -2.321054 -4.761610 -5.775971 0.0 0.0 0.0 0.089
H -2.642232 -4.762573 -3.287111 0.0 0.0 0.0 0.099
C 0.981729 -0.178098 8.004838 0.0 0.0 0.0 -0.065
C 0.443933 -0.450744 6.625776 0.0 0.0 0.0 -0.283
C -0.249349 -1.614343 6.337658 0.0 0.0 0.0 -0.035
C -0.745758 -1.893718 5.063969 0.0 0.0 0.0 -0.264
C -1.504167 -3.189504 4.913354 0.0 0.0 0.0 -0.046
C -0.524222 -0.979595 4.021866 0.1 0.1 0.0 -0.274
As -1.150164 -1.097591 2.141954 0.0 -0.2 -0.2 1.298
N 0.328373 -1.250608 1.046224 -0.2 0.1 0.3 -0.353
C 1.640881 -1.102876 1.459330 0.0 -0.4 0.0 -0.404
C 2.553079 -0.438132 0.616552 0.0 0.1 0.0 -0.077
C 3.887515 -0.287894 0.944339 0.0 0.0 0.0 -0.096
C 4.387236 -0.775617 2.145739 0.0 0.0 0.0 -0.133
C 3.514194 -1.448329 2.989214 0.0 0.0 0.0 -0.108
C 2.181677 -1.625435 2.652867 0.0 0.2 0.1 -0.073
C -1.922940 -2.912585 1.910551 0.0 0.0 0.1 -0.334
C -1.193266 -4.096559 1.743816 -0.1 0.0 0.0 -0.286
C 0.283363 -4.196033 1.995082 0.0 0.0 -0.1 -0.056
C -1.861589 -5.262060 1.370546 0.0 0.0 0.0 -0.021
C -3.232902 -5.298994 1.185120 0.0 0.0 0.0 -0.286
C -3.931387 -6.563986 0.765176 0.0 0.0 0.0 -0.060
C -3.951364 -4.129874 1.394845 0.0 0.0 0.0 -0.052
C -3.319929 -2.941369 1.741209 0.0 0.0 0.0 -0.351
C -4.174718 -1.707065 1.906374 0.0 0.0 0.0 -0.095
C 0.133252 0.232046 4.316957 0.1 0.0 0.0 -0.281
C 0.403574 1.301017 3.289688 0.0 0.0 0.0 -0.075
C 0.608617 0.468020 5.602200 0.0 0.0 0.0 -0.024
H 0.810414 -1.027019 8.667885 0.0 0.0 0.0 0.065
H 0.504020 0.698288 8.449299 0.0 0.0 0.0 0.073
H 2.055706 0.016763 7.976341 0.0 0.0 0.0 0.074
H -0.420197 -2.337958 7.129668 0.0 0.0 0.0 0.103
H -1.721423 -3.598429 5.901500 0.0 0.0 0.0 0.070
H -0.929149 -3.932922 4.359972 0.0 0.0 0.0 0.071
H -2.444816 -3.064538 4.381705 0.0 0.0 0.0 0.070
H 2.216688 -0.030887 -0.329489 0.0 0.0 0.0 0.029
H 4.540498 0.223072 0.245408 0.0 0.0 0.0 0.100
H 5.430448 -0.649228 2.408430 0.0 0.0 0.0 0.080
H 3.872776 -1.855428 3.929194 0.0 0.0 0.0 0.091
H 1.549488 -2.160702 3.344052 0.1 0.2 0.0 0.071
H 0.598593 -3.535294 2.797805 -0.1 -0.2 -0.1 0.036
H 0.858107 -3.914159 1.111374 0.0 0.1 0.0 0.050
H 0.544511 -5.221677 2.265468 0.0 0.0 0.0 0.083
H -1.280264 -6.167065 1.222880 0.0 0.0 0.0 0.114
H -3.212061 -7.351125 0.538931 0.0 0.0 0.0 0.069
H -4.537668 -6.395205 -0.127235 0.0 0.0 0.0 0.075
H -4.597944 -6.929550 1.550435 0.0 0.0 0.0 0.072
H -5.028472 -4.132244 1.253754 0.0 0.0 0.0 0.111
H -5.228802 -1.967103 1.796595 0.0 0.0 0.0 0.068
H -3.924536 -0.949131 1.161340 0.0 0.0 0.0 0.064
H -4.038880 -1.239759 2.884449 0.0 0.0 0.0 0.067
H -0.295586 1.291916 2.451705 0.0 0.0 0.0 -0.004
H 1.405995 1.176525 2.871882 0.0 0.0 0.0 0.087
H 0.353192 2.286658 3.756006 0.0 0.0 0.0 0.081
H 1.131122 1.400377 5.796696 0.0 0.0 0.0 0.118